Density functional theory data (ωB97M-V/def2-TZVPD) for a 5-piece molecular cluster, C52H109BN4O5 overall.

Last column: Löwdin charge in e.
CARTESIAN COORDINATES (ANGSTROEM)
1 B -1.113 1.802 -3.645  -0.637
2 H -1.426 -5.222 -1.207  0.062
3 H -2.739 2.046 -2.263  0.105
4 C 5.111 0.721 -0.895  -0.192
5 C -2.961 -4.728 0.217  -0.262
6 H -1.229 -0.631 0.138  0.090
7 C 4.491 0.301 0.455  -0.211
8 C -2.803 -8.591 -1.648  -0.081
9 C 1.730 -1.723 -0.014  -0.181
10 C -1.519 -8.459 7.066  -0.084
11 H -1.547 -8.566 -3.382  0.110
12 C 0.217 5.486 -0.137  -0.131
13 H 1.552 5.506 2.503  0.103
14 C -5.354 -3.162 -0.953  -0.073
15 C 0.925 -0.948 1.045  -0.194
16 H 0.059 6.948 1.412  0.128
17 H -6.293 -3.312 -0.422  0.057
18 N -3.330 -7.710 -3.989  -0.196
19 H -0.868 -7.598 6.904  0.067
20 H -1.524 -5.432 3.823  0.072
21 H 6.193 0.591 -0.807  0.108
22 C 5.315 0.798 1.678  -0.197
23 H -5.911 -7.873 -2.949  0.068
24 H 4.936 11.083 -2.443  0.114
25 H -0.862 0.704 -0.947  0.091
26 H -3.416 -9.476 -1.821  0.067
27 C 6.441 -0.205 2.009  -0.216
28 H 4.177 8.501 1.048  0.112
29 C 3.132 -0.147 -2.264  -0.195
30 H -6.191 -6.139 -2.872  0.071
31 H 7.361 0.159 1.547  0.102
32 H 1.192 12.785 -2.982  0.114
33 H 6.428 0.759 3.923  0.096
34 H 4.608 0.769 2.513  0.100
35 C 6.633 -0.248 3.557  -0.261
36 C 1.995 5.945 1.611  -0.169
37 C 2.009 12.340 -3.555  -0.247
38 H -1.196 -3.652 -0.434  0.065
39 H -5.879 -5.235 2.864  0.070
40 O -0.556 4.129 1.564  0.149
41 C -1.288 3.577 -1.797  -0.108
42 H -3.076 -9.613 -4.768  0.118
43 H 4.745 -1.324 3.596  0.063
44 H 4.825 1.726 -1.182  0.113
45 H -4.527 -9.455 -3.788  0.101
46 H 2.065 -1.582 -3.417  0.100
47 O 4.109 6.806 -0.053  -0.203
48 H 2.983 0.409 -3.188  0.104
49 H -1.935 -8.906 -1.065  0.072
50 H -2.959 -5.620 8.265  0.066
51 C -3.726 -6.379 8.417  -0.087
52 C 5.651 -1.240 4.202  -0.110
53 C 0.835 6.532 0.774  -0.123
54 H -6.412 -4.335 1.458  0.055
55 H 2.505 5.165 1.052  0.117
56 H -2.415 -3.856 -1.705  0.068
57 C 4.217 11.300 -3.238  -0.278
58 H 6.141 7.035 -0.269  0.089
59 H 1.182 1.026 0.007  0.092
60 O -1.632 0.774 -4.388  0.168
61 C -4.270 -6.635 -3.725  -0.243
62 H 5.085 7.163 1.725  0.117
63 H 3.155 -2.357 -2.213  0.106
64 C -2.432 2.610 0.221  -0.117
65 H -4.654 -3.041 2.569  0.114
66 H 1.927 9.167 -0.785  0.051
67 H 0.920 6.356 -1.881  0.129
68 H 0.446 1.077 1.620  0.101
69 H 0.685 -0.653 -1.679  0.085
70 H -4.113 -8.204 -6.554  0.079
71 O 0.269 1.957 -3.694  0.128
72 H -5.548 -2.429 -1.739  0.075
73 C -4.705 -8.719 -5.796  -0.092
74 H 5.125 13.195 -3.767  0.080
75 C -5.562 -4.866 1.886  -0.077
76 H 4.543 -0.786 0.494  0.089
77 H 0.662 -2.461 -1.757  0.096
78 H -3.695 -5.415 -0.234  0.086
79 C -1.434 3.486 -0.498  -0.087
80 C -2.749 -8.441 6.151  -0.248
81 C -2.336 -7.939 -2.955  -0.246
82 H 7.672 -0.519 3.745  0.096
83 H 2.323 8.017 2.112  0.104
84 H 1.061 9.679 -2.221  0.060
85 H -3.290 -7.210 8.971  0.054
86 H -5.081 -4.099 -1.443  0.052
87 H -5.102 -6.889 -1.720  0.041
88 H -2.709 -6.681 3.433  0.073
89 H 0.700 10.669 -4.088  0.054
90 C -0.320 4.580 -2.339  -0.330
91 H -2.425 -5.301 0.979  0.114
92 H 5.176 -0.105 -2.904  0.106
93 H 3.266 6.929 3.098  0.105
94 H 4.008 10.342 -3.740  0.101
95 H -0.965 0.076 -4.400  0.107
96 H -3.374 -5.223 5.353  0.113
97 H -2.902 0.617 0.804  0.096
98 C 0.517 0.507 0.696  -0.170
99 H -1.794 -8.491 8.119  0.053
100 H -2.761 3.233 1.056  0.115
101 H -1.945 -5.729 6.243  0.102
102 H -3.717 -5.760 -3.371  0.106
103 H -1.214 -7.098 4.289  0.066
104 H -5.346 -5.737 1.266  0.064
105 H 6.219 -1.228 1.705  0.104
106 H -4.645 -1.816 0.569  0.112
107 H -1.842 -6.993 -2.717  0.096
108 H -3.448 -9.215 6.480  0.114
109 C -4.248 -2.643 -0.027  -0.247
110 C 2.544 11.112 -1.493  -0.246
111 N -3.471 -7.189 6.002  -0.199
112 H 1.631 -2.782 0.245  0.109
113 H 0.054 -1.518 1.367  0.100
114 H -3.649 -4.443 2.743  0.086
115 H 4.831 -1.291 -1.616  0.097
116 H -2.663 3.327 -3.442  0.137
117 H 5.348 -0.858 5.175  0.066
118 H -1.785 1.366 1.892  0.107
119 H -5.019 -7.688 7.302  0.111
120 C 4.148 7.412 1.211  -0.249
121 C -3.897 -8.933 -4.524  -0.276
122 H 3.478 0.690 0.559  0.094
123 H 0.513 2.361 -4.534  0.114
124 C -5.428 -6.914 -2.759  -0.083
125 H 2.196 10.725 -5.030  0.067
126 N -3.597 -3.593 0.858  -0.188
127 H -5.010 -9.683 -6.204  0.072
128 C -0.586 4.340 0.403  -0.292
129 H 5.221 6.719 -1.777  0.089
130 C 0.345 5.559 -1.431  0.072
131 C -4.342 -3.953 2.052  -0.243
132 H 6.080 -2.237 4.272  0.069
133 H -3.478 -2.178 -0.651  0.096
134 H 2.732 9.101 -2.348  0.068
135 C 2.039 9.686 -1.741  -0.081
136 C 1.229 -1.571 -1.476  -0.189
137 H 5.839 11.790 -4.563  0.072
138 H 2.794 -1.504 0.000  0.068
139 C -1.945 -4.334 -0.843  -0.078
140 H 3.357 11.059 -0.760  0.106
141 H 5.128 8.318 -0.966  0.079
142 C 5.215 7.232 -0.823  -0.102
143 H 1.565 -0.888 1.935  0.100
144 C 4.646 -0.274 -1.965  -0.206
145 H -4.495 -5.941 9.058  0.070
146 H -2.434 -8.770 5.156  0.100
147 C -4.358 -6.841 7.099  -0.252
148 N 3.029 11.870 -2.633  -0.198
149 O -0.095 4.675 -3.493  0.137
150 H 0.900 11.869 -5.348  0.071
151 C -2.696 -6.066 5.512  -0.274
152 C 2.915 7.101 2.081  -0.150
153 H 1.275 7.286 0.124  0.086
154 C -2.003 1.242 0.834  -0.152
155 H -0.927 -9.355 6.865  0.071
156 C -0.927 0.415 0.105  -0.183
157 H 4.288 12.406 -5.115  0.064
158 H 2.426 13.176 -4.124  0.100
159 H -5.022 -6.045 6.747  0.108
160 C -2.052 2.728 -2.758  -0.002
161 H -4.697 -6.315 -4.679  0.103
162 H -5.613 -8.142 -5.612  0.064
163 C 1.425 11.333 -4.555  -0.083
164 H 5.673 1.804 1.510  0.109
165 C -1.997 -6.345 4.190  -0.099
166 H -3.323 2.455 -0.379  0.106
167 H 2.633 0.440 -1.493  0.083
168 H 1.756 11.684 -0.995  0.113
169 H -3.365 -7.893 -1.027  0.045
170 C 2.470 -1.535 -2.404  -0.195
171 C 4.899 12.232 -4.228  -0.091

Computed properties:
Total charge: 0
HOMO in Eh: -0.2986
SMILES: CCCCCCCCCCCCCCCCC1=C(CB(O)O)C(=O)C=C(CCCCOC)C1=O.CCN(CC)CC.CCN(CC)CC.CCN(CC)CC.CCN(CC)CC
Kohn-Sham gap in eV: 7.63